Entry 1:
{
  "formula": "C4H8N2O",
  "method": "wB97M-V/def2-TZVPD",
  "symbols": ["N", "C", "O", "C", "N", "C", "C", "H", "H", "H", "H", "H", "H", "H", "H"],
  "coordinates": [[0.57, 2.89, 0.53], [0.32, 1.59, 0.86], [-0.46, 1.24, 1.73], [-1.45, -1.01, -1.24], [-0.31, -1.26, -0.68], [0.22, -1.86, 0.53], [1.02, -1.36, -0.62], [0.10, 3.63, 1.03], [1.23, 3.13, -0.19], [-2.35, -1.07, -0.63], [-1.48, -0.72, -2.28], [0.15, -1.25, 1.43], [-0.07, -2.91, 0.65], [0.91, 0.87, 0.25], [1.61, -1.91, -1.35]],
  "lowdin_charge": [0.116, -0.422, -0.011, 0.041, -0.222, -0.099, -0.097, 0.102, 0.092, 0.074, 0.070, 0.084, 0.102, 0.092, 0.079],
  "gap_ev": [8.33, 8.33],
  "de_lowest_ev": 4.6383,
  "multiplicity": 1,
  "total_energy_ev": -9301.755,
  "fmax_ha_per_bohr": 0.00829,
  "homo_energy_ev": [-7.4, -7.4]
}

***

Entry 2:
{
  "formula": "C35H83Cl14N4O16P3",
  "method": "wB97M-V/def2-TZVPD",
  "symbols": ["C", "C", "O", "N", "C", "H", "H", "H", "H", "H", "H", "H", "C", "C", "O", "N", "C", "H", "H", "H", "H", "H", "H", "H", "C", "C", "O", "N", "C", "H", "H", "H", "H", "H", "H", "H", "C", "C", "O", "N", "C", "H", "H", "H", "H", "H", "H", "H", "C", "O", "P", "O", "O", "C", "O", "C", "H", "H", "H", "H", "H", "H", "H", "H", "H", "C", "O", "P", "O", "O", "C", "O", "C", "H", "H", "H", "H", "H", "H", "H", "H", "H", "C", "O", "P", "O", "O", "C", "O", "C", "H", "H", "H", "H", "H", "H", "H", "H", "H", "Cl", "C", "C", "Cl", "H", "H", "H", "H", "Cl", "C", "C", "Cl", "H", "H", "H", "H", "Cl", "C", "C", "Cl", "H", "H", "H", "H", "Cl", "C", "C", "Cl", "H", "H", "H", "H", "Cl", "C", "C", "Cl", "H", "H", "H", "H", "Cl", "C", "C", "Cl", "H", "H", "H", "H", "Cl", "C", "C", "Cl", "H", "H", "H", "H"],
  "coordinates": [[10.94, -3.32, -14.32], [10.35, -1.96, -14.47], [9.22, -1.74, -14.82], [11.16, -0.85, -14.18], [10.81, 0.55, -14.25], [11.90, -3.29, -13.80], [11.00, -3.81, -15.29], [10.26, -3.86, -13.67], [12.16, -0.97, -14.12], [11.72, 1.16, -14.22], [10.30, 0.89, -13.34], [10.18, 0.87, -15.08], [6.02, -8.58, -10.04], [6.61, -7.45, -9.23], [6.25, -7.32, -8.08], [7.32, -6.52, -9.87], [7.97, -5.36, -9.27], [4.94, -8.64, -9.95], [6.44, -9.53, -9.70], [6.20, -8.52, -11.12], [7.10, -6.31, -10.83], [7.37, -4.78, -8.57], [8.24, -4.69, -10.08], [8.87, -5.59, -8.70], [16.17, -7.42, -17.96], [14.84, -6.84, -17.41], [14.38, -7.26, -16.39], [14.13, -6.00, -18.13], [14.50, -5.37, -19.38], [16.91, -7.56, -17.17], [16.59, -6.78, -18.73], [15.90, -8.35, -18.46], [13.27, -5.61, -17.77], [14.60, -4.29, -19.25], [13.58, -5.54, -19.94], [15.27, -5.86, -19.97], [9.80, -12.71, -16.73], [8.79, -12.53, -17.89], [8.23, -11.45, -18.05], [8.50, -13.59, -18.67], [7.72, -13.57, -19.89], [9.19, -12.86, -15.83], [10.32, -11.76, -16.60], [10.52, -13.53, -16.76], [8.70, -14.50, -18.28], [8.08, -12.78, -20.55], [6.67, -13.40, -19.66], [7.67, -14.51, -20.45], [11.38, -6.79, -15.31], [10.61, -7.72, -14.52], [11.13, -9.08, -13.91], [10.52, -10.30, -14.53], [12.71, -8.99, -14.12], [13.62, -8.11, -13.33], [10.94, -8.97, -12.33], [9.68, -8.88, -11.74], [11.87, -6.06, -14.67], [10.70, -6.19, -15.92], [12.04, -7.20, -16.08], [14.21, -8.66, -12.60], [13.10, -7.38, -12.71], [14.24, -7.53, -14.01], [9.78, -9.02, -10.66], [8.97, -9.63, -12.08], [9.26, -7.88, -11.83], [14.60, -3.82, -11.97], [13.76, -3.31, -10.96], [13.26, -4.26, -9.72], [12.69, -3.52, -8.52], [14.53, -5.22, -9.29], [15.67, -4.65, -8.76], [12.26, -5.35, -10.42], [11.72, -6.50, -9.68], [15.53, -3.27, -12.07], [13.99, -3.76, -12.87], [14.92, -4.86, -11.84], [15.70, -5.14, -7.79], [15.60, -3.57, -8.66], [16.61, -4.88, -9.26], [11.87, -6.36, -8.61], [12.34, -7.37, -9.93], [10.65, -6.57, -9.89], [10.76, -3.24, -21.31], [11.19, -4.00, -20.18], [11.15, -3.25, -18.73], [11.72, -4.06, -17.63], [9.62, -2.80, -18.55], [8.73, -3.59, -17.77], [12.03, -1.88, -18.97], [11.99, -0.88, -17.96], [10.05, -3.73, -21.97], [11.60, -3.06, -21.99], [10.29, -2.28, -21.12], [8.65, -4.56, -18.27], [7.70, -3.23, -17.77], [9.12, -3.80, -16.78], [11.18, -1.13, -17.27], [11.71, 0.08, -18.39], [12.95, -0.69, -17.48], [6.52, -9.44, -13.64], [7.19, -10.54, -14.88], [6.16, -11.61, -15.17], [4.72, -10.92, -16.00], [8.12, -10.92, -14.46], [7.49, -9.97, -15.76], [5.84, -12.09, -14.25], [6.55, -12.37, -15.85], [5.26, -4.99, -11.72], [5.28, -5.11, -13.52], [6.72, -4.74, -14.00], [7.89, -5.98, -13.49], [4.48, -4.45, -13.87], [5.06, -6.15, -13.76], [6.90, -3.75, -13.58], [6.81, -4.60, -15.08], [18.35, -10.47, -13.23], [17.29, -9.45, -14.29], [16.54, -10.20, -15.31], [15.64, -11.55, -14.51], [17.86, -8.57, -14.60], [16.57, -8.98, -13.62], [17.15, -10.58, -16.13], [15.83, -9.47, -15.70], [14.80, -9.06, -9.41], [16.24, -9.51, -10.34], [17.59, -9.17, -9.64], [18.04, -7.50, -9.36], [16.14, -9.14, -11.36], [16.29, -10.59, -10.39], [18.33, -9.72, -10.23], [17.68, -9.70, -8.69], [13.13, -11.65, -12.43], [12.19, -12.95, -13.20], [12.97, -14.24, -13.04], [12.86, -14.65, -11.22], [11.92, -12.72, -14.23], [11.22, -13.00, -12.71], [14.00, -14.09, -13.35], [12.61, -15.09, -13.62], [8.81, -11.74, -10.01], [7.57, -13.03, -10.26], [6.25, -12.44, -10.68], [5.09, -13.79, -10.99], [7.49, -13.54, -9.30], [8.02, -13.66, -11.02], [6.36, -11.82, -11.57], [5.72, -11.92, -9.89], [13.05, -10.89, -18.71], [12.32, -9.75, -17.62], [10.97, -9.22, -18.16], [11.13, -7.96, -19.41], [12.96, -8.89, -17.39], [12.20, -10.28, -16.68], [10.40, -8.78, -17.34], [10.29, -9.96, -18.58]],
  "lowdin_spin": [0.000, 0.000, 0.000, 0.000, 0.000, 0.000, 0.000, 0.000, 0.000, 0.000, 0.000, 0.000, 0.037, 0.047, 0.627, 0.230, 0.023, -0.001, -0.003, 0.008, 0.003, 0.010, 0.000, 0.010, 0.000, 0.000, 0.000, 0.000, 0.000, 0.000, 0.000, 0.000, 0.000, 0.000, 0.000, 0.000, 0.000, 0.000, 0.000, 0.000, 0.000, 0.000, 0.000, 0.000, 0.000, 0.000, 0.000, 0.000, 0.000, 0.000, 0.000, 0.000, 0.000, 0.000, 0.000, 0.001, 0.000, 0.000, 0.000, 0.000, 0.000, 0.000, 0.000, 0.000, 0.001, 0.000, 0.000, 0.000, 0.000, 0.000, 0.000, 0.000, 0.000, 0.000, 0.000, 0.000, 0.000, 0.000, 0.000, 0.000, 0.000, 0.000, 0.000, 0.000, 0.000, 0.000, 0.000, 0.000, 0.000, 0.000, 0.000, 0.000, 0.000, 0.000, 0.000, 0.000, 0.000, 0.000, 0.000, 0.001, 0.000, 0.000, 0.000, 0.000, 0.000, 0.000, 0.000, 0.002, 0.000, 0.000, 0.002, 0.000, 0.000, 0.000, 0.000, 0.000, 0.000, 0.000, 0.000, 0.000, 0.000, 0.000, 0.000, 0.000, 0.000, 0.000, 0.000, 0.000, 0.000, 0.000, 0.000, 0.000, 0.000, 0.000, 0.000, 0.000, 0.000, 0.000, 0.000, 0.000, 0.000, 0.000, 0.000, 0.000, 0.000, 0.000, 0.000, 0.000, 0.000, 0.000, 0.000, 0.000, 0.000, 0.000, 0.000],
  "gap_ev": [7.95, 2.91],
  "charge": 1,
  "multiplicity": 2,
  "s2": 0.764,
  "total_energy_ev": -279542.309,
  "fmax_ha_per_bohr": 0.08088,
  "homo_energy_ev": [-11.1, -11.1]
}